No. 1
Computed, not measured: a single C2H2IN molecule in a non-equilibrium geometry, with ωB97M-V/def2-TZVPD.

DFT total energy	-429.7137	hartree
gap between HOMO and LUMO (alpha / beta)	0.2768 / 0.2769	Eh
total charge	0
SMILES	IC1=NC1
HOMO level (alpha / beta)	-9.95 / -9.95	eV

Each line ends with the natural charge from an NBO analysis.
CARTESIAN COORDINATES (ANGSTROEM)
1 I 3.00 -0.44 -0.03  -0.0169
2 C 0.51 0.50 0.07  0.2746
3 N -0.41 1.34 0.05  -0.3350
4 C -0.73 -0.18 0.00  -0.3054
5 H -1.10 -0.62 -0.94  0.1895
6 H -1.27 -0.60 0.86  0.1933



No. 2
Computed, not measured: 2 unconnected molecules or ions with the total composition C6H3O3 in a non-equilibrium geometry, with ωB97M-V/def2-TZVPD.

DFT total energy	-456.1153	hartree
gap between HOMO and LUMO	0.2452	Eh
total charge	-1
HOMO level	-2.98	eV

Each line ends with the natural charge from an NBO analysis.
CARTESIAN COORDINATES (ANGSTROEM)
1 C 0.49 -0.43 -0.18  -0.0041
2 C -0.23 -1.11 -0.86  -0.1455
3 C 1.91 1.12 1.23  0.5498
4 C 1.06 0.48 0.58  -0.5775
5 C -0.42 2.17 1.49  1.0405
6 C -0.96 -2.05 -1.66  -0.6771
7 O -0.46 2.88 0.59  -0.5554
8 O 2.65 1.85 1.89  -0.6849
9 O -0.65 1.70 2.57  -0.5873
10 H -1.75 -1.43 -1.94  0.2257
11 H -1.08 -2.94 -1.06  0.2160
12 H -0.54 -2.24 -2.65  0.1998



No. 3
Computed, not measured: a molecular structure, C14H25BrIrO3P2 in a non-equilibrium geometry, with ωB97M-V/def2-TZVPD.

DFT total energy	-4134.7903	hartree
⟨S²⟩	6.02
spin multiplicity	5
gap between HOMO and LUMO (alpha / beta)	0.2010 / 0.1889	Eh
total charge	+1
HOMO level (alpha / beta)	-8.31 / -12.16	eV

Each line ends with the Mulliken spin population.
CARTESIAN COORDINATES (ANGSTROEM)
1 Ir -0.25 1.26 0.08  1.4408
2 H 0.95 -3.57 -0.30  -0.0005
3 H 1.13 -3.42 0.41  0.0024
4 P 0.12 0.12 -1.96  0.4647
5 P -1.28 -0.01 1.91  0.3652
6 C -0.89 1.39 3.02  0.0626
7 H -1.33 1.23 4.01  0.0201
8 H 0.21 1.46 3.12  -0.0185
9 H -1.29 2.30 2.55  -0.0219
10 C -3.10 -0.10 1.92  0.0326
11 H -3.42 -0.94 1.29  -0.0138
12 H -3.54 -0.22 2.92  0.0046
13 H -3.48 0.82 1.46  0.0051
14 C -0.72 -1.49 2.84  0.0367
15 H 0.37 -1.49 2.91  0.0140
16 H -1.12 -1.53 3.87  0.0156
17 H -1.03 -2.40 2.32  -0.0054
18 C -1.49 0.21 -2.87  0.0180
19 H -1.44 0.10 -3.96  0.0086
20 H -2.16 -0.57 -2.48  -0.0213
21 H -1.92 1.19 -2.62  -0.0271
22 C 1.20 1.36 -2.80  -0.0165
23 H 2.21 1.26 -2.37  0.0008
24 H 1.28 1.27 -3.90  0.0041
25 H 0.80 2.34 -2.54  0.0069
26 C 0.81 -1.49 -2.70  0.0696
27 H 0.18 -2.35 -2.44  -0.0024
28 H 0.91 -1.49 -3.80  0.0090
29 H 1.81 -1.72 -2.30  -0.0001
30 C 1.01 2.72 0.22  0.3370
31 O 1.86 3.47 0.41  0.0830
32 H -1.15 -0.16 0.17  0.1584
33 Br 2.34 -0.14 4.46  0.0087
34 C 4.07 -0.01 3.71  -0.0048
35 C 5.19 0.01 4.56  0.0029
36 C 6.48 -0.02 4.04  0.0386
37 C 6.64 -0.03 2.66  -0.0212
38 C 5.51 -0.05 1.82  0.0280
39 C 4.18 0.00 2.30  0.0887
40 C 3.00 -0.05 1.33  -0.0161
41 O 3.20 -0.75 0.30  0.7842
42 O 1.92 0.56 1.63  0.0614
43 H 5.06 0.04 5.65  0.0016
44 H 7.36 -0.01 4.72  0.0010
45 H 7.63 -0.05 2.21  -0.0003
46 H 5.63 -0.12 0.74  -0.0047



What did the third record say?
Computed, not measured: a molecular structure, C14H25BrIrO3P2 in a non-equilibrium geometry, with ωB97M-V/def2-TZVPD.

DFT total energy	-4134.7903	hartree
⟨S²⟩	6.02
spin multiplicity	5
gap between HOMO and LUMO (alpha / beta)	0.2010 / 0.1889	Eh
total charge	+1
HOMO level (alpha / beta)	-8.31 / -12.16	eV

Each line ends with the Mulliken spin population.
CARTESIAN COORDINATES (ANGSTROEM)
1 Ir -0.25 1.26 0.08  1.4408
2 H 0.95 -3.57 -0.30  -0.0005
3 H 1.13 -3.42 0.41  0.0024
4 P 0.12 0.12 -1.96  0.4647
5 P -1.28 -0.01 1.91  0.3652
6 C -0.89 1.39 3.02  0.0626
7 H -1.33 1.23 4.01  0.0201
8 H 0.21 1.46 3.12  -0.0185
9 H -1.29 2.30 2.55  -0.0219
10 C -3.10 -0.10 1.92  0.0326
11 H -3.42 -0.94 1.29  -0.0138
12 H -3.54 -0.22 2.92  0.0046
13 H -3.48 0.82 1.46  0.0051
14 C -0.72 -1.49 2.84  0.0367
15 H 0.37 -1.49 2.91  0.0140
16 H -1.12 -1.53 3.87  0.0156
17 H -1.03 -2.40 2.32  -0.0054
18 C -1.49 0.21 -2.87  0.0180
19 H -1.44 0.10 -3.96  0.0086
20 H -2.16 -0.57 -2.48  -0.0213
21 H -1.92 1.19 -2.62  -0.0271
22 C 1.20 1.36 -2.80  -0.0165
23 H 2.21 1.26 -2.37  0.0008
24 H 1.28 1.27 -3.90  0.0041
25 H 0.80 2.34 -2.54  0.0069
26 C 0.81 -1.49 -2.70  0.0696
27 H 0.18 -2.35 -2.44  -0.0024
28 H 0.91 -1.49 -3.80  0.0090
29 H 1.81 -1.72 -2.30  -0.0001
30 C 1.01 2.72 0.22  0.3370
31 O 1.86 3.47 0.41  0.0830
32 H -1.15 -0.16 0.17  0.1584
33 Br 2.34 -0.14 4.46  0.0087
34 C 4.07 -0.01 3.71  -0.0048
35 C 5.19 0.01 4.56  0.0029
36 C 6.48 -0.02 4.04  0.0386
37 C 6.64 -0.03 2.66  -0.0212
38 C 5.51 -0.05 1.82  0.0280
39 C 4.18 0.00 2.30  0.0887
40 C 3.00 -0.05 1.33  -0.0161
41 O 3.20 -0.75 0.30  0.7842
42 O 1.92 0.56 1.63  0.0614
43 H 5.06 0.04 5.65  0.0016
44 H 7.36 -0.01 4.72  0.0010
45 H 7.63 -0.05 2.21  -0.0003
46 H 5.63 -0.12 0.74  -0.0047